*P*
A molecular structure, C3H4BrF. Source: the Open Molecules 2025 dataset; level of theory: wB97M-V/def2-TZVPD.

Output
charge	0
HOMO-LUMO gap	10.0	eV

Last column: natural (NBO) charge in e.
Cartesian coordinates (Å):
Br  2.788  0.171  0.809  0.061
C  1.507  0.844  -0.315  -0.349
F  -2.294  -0.237  0.716  -0.339
H  -0.752  -1.427  1.031  0.151
H  1.762  1.744  -0.662  0.200
H  -1.548  -1.638  -0.533  0.174
H  -0.404  1.113  -0.982  0.186
C  -1.228  -0.959  0.299  0.167
C  0.168  0.388  -0.363  -0.252

=====

*Q*
A single C3H4BrF molecule. Source: the Open Molecules 2025 dataset; level of theory: wB97M-V/def2-TZVPD.

Output
charge	0
structure (SMILES)	C=C(F)CBr
HOMO-LUMO gap	10.4	eV

Last column: natural (NBO) charge in e.
Cartesian coordinates (Å):
H  -1.224  -1.175  -1.739  0.235
C  -0.735  -0.591  -0.948  -0.472
C  0.862  0.469  0.713  -0.402
H  -1.304  0.274  -0.732  0.203
C  0.470  -0.520  -0.412  0.387
F  1.394  -1.462  -0.637  -0.325
Br  1.955  2.020  -0.054  -0.085
H  0.059  1.050  1.086  0.233
H  1.560  0.168  1.370  0.226

=====

In terms of stability, *Q* leads; the second structure lies 61.0 kcal/mol higher.